# 1
6
Properties=species:S:1:pos:R:3:lowdin_charge:R:1 method="wB97M-V/def2-TZVPD" charge=0 largest_force_ev_per_a=2.6 energy_ha=-2063.862533 e_lumo_ev=-2.4
P 1.67382 -0.81418 0.74155 0.4283
P -0.22203 -0.22702 0.15119 -0.4782
Cl -1.65166 -1.58755 0.35372 0.2282
Cl -0.26672 0.16578 -1.83477 0.1765
Cl -1.34059 2.06481 0.74253 -0.1809
H 1.80719 0.39815 -0.15422 -0.1739

---

# 2
7
Properties=species:S:1:pos:R:3:lowdin_charge:R:1 method="wB97M-V/def2-TZVPD" charge=0 largest_force_ev_per_a=2.5 energy_ha=-1947.489261 e_lumo_ev="-0.7 / -2.9" s_squared=2.011 multiplicity=3
O 0.78737 0.80101 -1.89254 -0.3684
O -0.36875 -2.14010 0.50757 -0.7279
O 0.19208 1.02410 0.49924 -0.8327
P -0.27995 0.44863 -0.90796 0.2918
Cl 0.84976 -2.43896 1.40089 0.6987
Cl -0.50538 0.49402 1.92249 0.6500
Cl -1.91901 1.61658 -1.30400 0.2884

---

# 3
23
Properties=species:S:1:pos:R:3:lowdin_charge:R:1 method="wB97M-V/def2-TZVPD" charge=-1 largest_force_ev_per_a=8.8 energy_ha=-3205.127975 e_lumo_ev=0.7 relative_energy_kj_mol=0.00
Sr -2.01167 0.39278 1.53238 1.6486
Sr 0.14557 1.25399 -1.96009 1.6557
F 0.09336 0.60828 0.24459 -0.7332
Cl 0.55735 -2.22658 2.03673 0.6547
O 1.04859 -2.19473 0.65454 -0.3440
O 0.59888 -0.93175 2.65591 -0.4039
O -0.86511 -2.55842 1.87331 -0.4498
O 1.09583 -3.28423 2.85154 -0.3357
Cl -3.06390 -1.43627 -1.12049 0.5955
O -3.56650 -1.33200 0.13985 -0.4115
O -4.20909 -1.48394 -1.96877 -0.3146
O -2.14570 -0.30065 -1.23148 -0.5049
O -2.40502 -2.66005 -1.38906 -0.2664
Cl -0.07803 3.74823 0.95573 0.6607
O -1.34451 3.03818 1.31327 -0.5086
O -0.21715 5.16931 1.16937 -0.3268
O 0.78393 3.29479 2.03775 -0.3222
O 0.30502 3.50959 -0.35541 -0.4045
Cl 3.09270 -0.53490 -1.83765 0.6636
O 1.87250 -0.60257 -2.73962 -0.5334
O 2.76146 0.12524 -0.60216 -0.3556
O 3.59040 -1.87436 -1.63673 -0.3038
O 3.96111 0.28008 -2.62352 -0.3599

---

# 4
21
Properties=species:S:1:pos:R:3:lowdin_charge:R:1 method="wB97M-V/def2-TZVPD" charge=-2 largest_force_ev_per_a=9.8 energy_ha=-4551.786693 e_lumo_ev="3.2 / 0.8" s_squared=2.003 relative_energy_kj_mol=0.00 multiplicity=3
Ni -3.40519 -7.28624 -1.28023 1.2205
Cl -6.46014 -6.82538 -2.83328 0.5794
O -6.35618 -6.74408 -4.17861 -0.3017
O -5.54446 -5.87572 -2.17879 -0.4059
O -7.75999 -6.54388 -2.46021 -0.2820
O -5.80200 -8.04196 -2.46811 -0.3803
Cl -2.57854 -10.83549 0.87706 0.5235
O -3.55866 -11.74893 0.62359 -0.3128
O -2.80975 -9.71404 0.14976 -0.3736
O -2.67347 -10.24852 2.15780 -0.3959
O -1.24106 -11.37656 1.00257 -0.3529
Cl -3.01478 -5.19028 1.35943 0.6314
O -3.26399 -5.60312 0.04070 -0.3910
O -1.79145 -4.52242 1.48880 -0.3027
O -4.00627 -4.19556 1.71297 -0.3542
O -3.22934 -6.30776 2.25754 -0.3169
Cl -0.29222 -8.78110 -2.21057 0.6719
O -1.54589 -8.11505 -2.34623 -0.4074
O -0.32734 -10.18602 -2.45611 -0.3152
O 0.85068 -8.17595 -2.93486 -0.3641
O 0.07363 -8.62734 -0.79246 -0.3702